Density functional theory data (ωB97M-V/def2-TZVPD) for a structure of composition C44H54N8OSTi in a non-equilibrium geometry.

## Properties
Expectation value of S²   2.03
Highest occupied orbital energy (alpha / beta)   -4.921 / -6.116 eV
Multiplicity   3
Calculated total energy   -3470.1195 Eh
LUMO level (alpha / beta)   -0.8222 / -0.8164 eV
HOMO-LUMO gap (alpha / beta)   0.151 / 0.195 Eh

Positions of all 109 atoms, in Å:
Ti -0.601 -0.055 0.073
S 0.276 1.711 1.726
O -1.134 -1.074 1.730
N -0.881 -2.388 3.542
N -0.337 1.720 4.284
N 6.321 -0.292 0.844
N 0.128 -2.977 1.564
N 1.284 -0.385 -0.377
N 6.342 -0.099 -1.385
N -1.511 -1.389 -1.051
N -1.662 1.188 -0.897
C 2.021 -0.635 0.763
C -1.400 3.439 3.064
C -5.105 -2.584 -0.840
C -3.919 -2.500 0.128
C -5.365 2.194 -0.806
C 3.376 -0.596 0.830
C -3.307 4.381 -0.007
C -4.384 -2.887 1.535
C -1.927 -5.580 -0.862
C -1.572 3.338 5.463
C -2.423 -0.768 -1.900
C -1.862 2.584 -0.718
C 0.330 -3.287 -3.853
C 4.147 -0.289 -0.328
C 10.017 -0.039 -0.875
C -0.568 2.313 3.069
C 8.843 -0.008 -1.608
C -1.641 -2.797 -0.996
C -2.781 -3.367 -0.384
C -0.881 3.536 -1.087
C 5.570 -0.219 -0.320
C 2.043 -0.116 -1.505
C 0.502 -3.069 -2.347
C -1.917 3.936 4.236
C -4.187 2.024 0.160
C -2.496 0.570 -1.830
C -3.087 3.018 -0.178
C 1.836 -3.629 -1.849
C 8.821 -0.236 1.225
C -4.676 2.142 1.606
C -1.149 4.886 -0.911
C -0.762 2.250 5.462
C -2.896 -4.751 -0.323
C 1.629 3.895 -1.215
C -0.676 -3.646 -1.590
C -0.655 -2.106 2.235
C -2.352 5.311 -0.368
C 3.398 -0.066 -1.515
C 7.634 -0.090 -0.918
C 0.427 3.089 -1.702
C 7.647 -0.204 0.489
C -0.832 -5.024 -1.500
C 0.322 3.100 -3.229
C 10.011 -0.149 0.518
H 1.484 0.057 -2.417
H -5.500 1.445 1.779
H -5.829 3.175 -0.677
H -3.572 -1.467 0.157
H 1.158 -2.830 -4.398
H -3.773 -5.190 0.139
H 0.486 -2.000 -2.169
H -3.140 1.165 -2.467
H 0.359 0.987 4.281
H -1.922 3.749 6.399
H -0.503 2.466 -3.560
H 10.950 -0.173 1.055
H -0.599 -2.828 -4.195
H -2.049 -6.655 -0.812
H -4.250 4.725 0.405
H 1.936 -3.493 -0.769
H -5.177 -2.208 1.855
H 0.143 4.114 -3.593
H -5.476 -3.610 -0.901
H 2.546 3.490 -1.649
H 1.710 3.831 -0.128
H -0.098 -5.674 -1.963
H -1.365 -1.703 4.093
H 3.932 0.146 -2.432
H 3.848 -0.824 1.778
H -4.781 -3.904 1.559
H 1.244 2.727 -3.681
H 0.298 -4.351 -4.098
H 1.558 4.947 -1.497
H -3.570 -2.825 2.252
H -3.029 -1.368 -2.571
H 0.573 2.065 -1.383
H 2.666 -3.107 -2.325
H 8.812 -0.333 2.304
H -6.125 1.431 -0.626
H -3.787 1.018 0.034
H 8.850 0.068 -2.687
H -1.594 3.917 2.112
H 1.928 -4.694 -2.073
H -2.548 6.369 -0.238
H -5.032 2.112 -1.840
H 0.117 -2.897 0.554
H -3.874 1.905 2.304
H -5.039 3.149 1.826
H 5.960 -0.310 1.778
H -5.921 -1.943 -0.498
H -0.421 1.751 6.357
H -0.420 -3.145 4.009
H -0.413 5.623 -1.209
H 0.213 -3.918 1.909
H 10.968 0.014 -1.390
H -2.567 4.800 4.219
H -4.812 -2.267 -1.841
H 1.469 -0.854 1.660